Molecular formula: C5H9Cl
Method: DFT, ωB97M-V/def2-TZVPD

Calculated values
Total charge ... 0
SMILES ... C=C[C@H](C)CCl
DFT total energy ... -655.95019 Eh
ΔE to the lowest compared entry with this formula, charge and spin ... 4.017 eV
LUMO ... 0.8 eV
Frontier orbital gap ... 10.49 eV

Geometry as XYZ:
```
15
C5H9Cl, DFT ωB97M-V/def2-TZVPD
C 2.14806 -0.36408 0.11716
C 0.92885 -0.92564 -0.11305
C -0.36225 0.08586 -0.21548
C -0.15921 1.36767 0.09139
C -1.62187 -0.77226 0.27300
Cl -3.34075 -0.11473 -0.02798
H 3.23506 -0.81996 0.22205
H 2.52695 0.81647 -0.11635
H 0.68279 -1.82815 -0.52349
H -0.72093 0.08834 -1.29246
H -1.00587 1.89798 -0.42614
H 0.79513 1.71769 -0.31095
H -0.18855 1.78865 1.20238
H -1.34021 -1.21917 1.44775
H -1.57718 -1.71864 -0.32783
```

The Mulliken scheme yields these atomic charges, measured in e:
1. C -0.6681
2. C -0.3463
3. C 0.6301
4. C -1.2345
5. C -0.5498
6. Cl -0.2109
7. H 0.2209
8. H 0.1072
9. H 0.4143
10. H 0.1397
11. H 0.3206
12. H 0.3300
13. H 0.2261
14. H 0.3186
15. H 0.3022